<P>
DFT (ωB97M-V with the def2-TZVPD basis set) results for the ion C6H13N with charge -1.

Computed properties:
- HOMO level (alpha / beta): 0.0511 / -0.1293 Eh
- Lowest unoccupied orbital energy (alpha / beta): 4.02 / 3.88 eV
- ⟨S²⟩: 0.75
- Frontier orbital gap (alpha / beta): 2.631 / 7.398 eV

ORCA input file:
```
! RIJCOSX wB97M-V def2-TZVPD def2/J DEFGRID3
* xyz -1 2
N -2.200 0.564 0.122
C 1.610 0.709 -0.049
C -0.909 0.718 -0.376
C 0.160 -0.982 1.125
C -0.811 1.614 -1.598
C 0.203 0.227 0.212
C 0.804 -2.302 0.589
H 0.626 -2.354 -0.486
H 2.011 -0.046 -0.754
H -2.923 1.194 -0.189
H 0.616 -0.727 2.086
H 0.179 1.460 -2.041
H -1.708 1.628 -2.197
H -0.499 2.576 -1.121
H -0.897 -1.214 1.281
H -2.181 0.311 1.105
H 1.767 1.692 -0.488
H 2.232 0.635 0.843
H 0.138 -3.079 0.997
H 1.781 -2.623 0.939
*
```

<Q>
DFT (ωB97M-V with the def2-TZVPD basis set) results for a structure of composition C6H13N.

Computed properties:
- HOMO level (alpha / beta): -0.0220 / -0.0294 Eh
- Lowest unoccupied orbital energy (alpha / beta): 4.18 / 4.15 eV
- ⟨S²⟩: 0.76
- Frontier orbital gap (alpha / beta): 4.778 / 4.945 eV

ORCA input file:
```
! RIJCOSX wB97M-V def2-TZVPD def2/J DEFGRID3
* xyz -1 2
N -0.884 0.753 -0.246
C 1.203 -0.574 -0.031
C -1.024 2.132 0.259
C 0.413 0.393 -0.832
C 0.905 -2.045 -0.113
C 1.963 -3.088 0.145
C -2.385 2.448 0.805
H -2.270 3.445 1.238
H -2.765 1.771 1.574
H -0.144 -2.334 -0.165
H -0.707 2.786 -0.577
H 1.646 -3.815 0.898
H -1.668 0.611 -0.886
H 2.890 -2.601 0.462
H 1.257 -1.407 -1.072
H 1.913 -0.298 0.769
H -0.241 2.230 1.015
H -3.181 2.406 0.053
H 0.387 0.068 -1.875
H 2.178 -3.609 -0.790
*
```

<R>
DFT (ωB97M-V with the def2-TZVPD basis set) results for the ion C6H13N with charge -1.

Computed properties:
- HOMO level (alpha / beta): 0.0568 / -0.2010 Eh
- Lowest unoccupied orbital energy (alpha / beta): 3.91 / 3.98 eV
- ⟨S²⟩: 0.75
- Frontier orbital gap (alpha / beta): 2.366 / 9.448 eV

ORCA input file:
```
! RIJCOSX wB97M-V def2-TZVPD def2/J DEFGRID3
* xyz -1 2
N 2.111 0.115 -0.950
C -0.931 0.613 -1.111
C -1.142 0.199 0.357
C -0.852 0.373 2.894
C 1.186 -1.111 -1.145
C -0.756 0.835 1.452
C -0.175 -0.670 -1.869
H -0.053 -0.283 3.036
H 0.783 -1.599 -0.245
H -1.332 -0.894 0.592
H -0.288 1.800 1.065
H 1.754 -1.807 -1.705
H -1.809 0.873 -1.690
H -1.961 0.126 3.080
H 2.630 0.595 -1.676
H 2.659 -0.028 -0.155
H -0.707 0.943 3.727
H -0.243 1.448 -1.043
H 0.121 -0.203 -2.784
H -0.994 -1.322 -1.829
*
```

Stability summary: most stable <P>, least stable <Q>.

<P>
DFT (ωB97M-V with the def2-TZVPD basis set) results for a cluster of 3 separate species, C3H16N2O2 in total.

Computed properties:
- HOMO level: -0.7108 Eh
- Lowest unoccupied orbital energy: -6.43 eV
- Frontier orbital gap: 12.914 eV

ORCA input file:
```
! RIJCOSX wB97M-V def2-TZVPD def2/J DEFGRID3
* xyz 2 1
O 2.558 -0.849 2.303
O -2.314 -0.084 -2.025
N -0.858 2.052 -0.983
N 1.103 -1.956 0.197
C 0.278 0.407 0.519
C 0.298 -0.839 -0.412
C -0.935 1.338 0.367
H 0.530 -2.790 0.342
H -1.776 0.678 0.560
H 1.531 -1.709 1.121
H 2.198 -0.149 2.883
H 1.302 0.791 0.502
H 0.254 0.090 1.581
H -0.622 3.029 -0.802
H -0.759 -1.134 -0.510
H 0.516 -0.705 -1.459
H -1.798 2.026 -1.398
H -0.863 2.121 1.134
H 1.959 -2.175 -0.334
H -2.228 -0.168 -2.981
H 3.090 -1.332 2.955
H -3.249 -0.277 -1.901
H -0.213 1.634 -1.655
*
```

<Q>
DFT (ωB97M-V with the def2-TZVPD basis set) results for a cluster of 3 separate species, C3H16N2O2 in total.

Computed properties:
- HOMO level: -0.6812 Eh
- Lowest unoccupied orbital energy: -6.26 eV
- Frontier orbital gap: 12.278 eV

ORCA input file:
```
! RIJCOSX wB97M-V def2-TZVPD def2/J DEFGRID3
* xyz 2 1
O 3.882 -1.389 -0.840
O -2.876 0.333 2.746
N -2.394 -0.703 0.229
N 2.274 0.886 -0.511
C 0.967 0.435 -1.037
C -1.566 0.261 -0.620
C -0.191 0.502 -0.024
H 0.828 0.779 -2.058
H 3.595 -2.279 -0.622
H 0.970 -0.635 -1.271
H -3.339 1.173 2.933
H 2.917 1.169 -1.260
H -1.494 -0.314 -1.549
H -0.135 1.439 0.540
H -3.271 -0.118 3.511
H 2.723 0.125 0.014
H -2.796 -0.306 1.104
H -1.729 -1.391 0.578
H 4.637 -1.380 -1.432
H -3.073 -1.183 -0.360
H 0.018 -0.247 0.743
H 2.243 1.731 0.069
H -2.188 1.113 -0.884
*
```

Stability summary: most stable <Q>, least stable <P>.

<P>
DFT (ωB97M-V with the def2-TZVPD basis set) results for a structure of composition C8H9NO3S.

Computed properties:
- HOMO level (alpha / beta): -0.2932 / -0.3242 Eh
- Lowest unoccupied orbital energy (alpha / beta): -1.44 / -0.94 eV
- Frontier orbital gap (alpha / beta): 6.541 / 7.883 eV

ORCA input file:
```
! RIJCOSX wB97M-V def2-TZVPD def2/J DEFGRID3
* xyz 0 1
S 1.560 0.426 -0.060
O -2.134 -0.882 -1.065
O 1.474 1.432 0.984
O 2.849 0.081 -0.536
N 0.745 1.195 -1.383
C -1.384 1.201 -0.165
C 1.249 -2.408 -0.128
C -0.630 -0.917 0.927
C -0.981 -0.534 -1.641
C -1.331 2.280 0.822
C 0.726 -1.070 0.436
C -0.553 0.816 -1.203
C -1.582 -0.207 -0.090
H -2.383 2.288 1.334
H 1.087 0.991 -2.341
H 2.126 -2.159 -0.861
H -1.329 3.282 0.423
H 0.671 -3.141 -0.640
H -0.439 2.213 1.384
H -0.657 -0.136 1.780
H -0.891 -1.896 1.305
H 1.807 -2.855 0.718
*
```

<Q>
DFT (ωB97M-V with the def2-TZVPD basis set) results for a cluster of 2 separate species, C8H9NO3S in total.

Computed properties:
- HOMO level (alpha / beta): -0.3473 / -0.3268 Eh
- Lowest unoccupied orbital energy (alpha / beta): -1.35 / -0.07 eV
- Frontier orbital gap (alpha / beta): 8.102 / 8.820 eV

ORCA input file:
```
! RIJCOSX wB97M-V def2-TZVPD def2/J DEFGRID3
* xyz 0 1
S -0.104 -1.555 -0.106
O 0.096 -2.478 -1.177
O -0.381 -2.058 1.216
O -2.115 1.114 0.204
N -2.075 0.211 -0.775
C 1.427 -0.588 -0.095
C 3.245 0.293 1.122
C -4.463 0.249 -0.002
C 2.170 -0.637 1.081
C 1.674 0.244 -1.174
C 2.836 0.967 -1.241
C -2.969 0.024 0.251
C 3.599 1.084 -0.033
H 1.000 0.248 -2.018
H -4.968 0.097 0.920
H 3.798 0.385 2.123
H -4.800 1.321 -0.274
H -2.587 -0.647 0.907
H 2.918 1.636 -2.161
H 2.084 -1.088 2.020
H 4.457 1.745 -0.042
H -4.841 -0.564 -0.748
*
```

Stability summary: most stable <Q>, least stable <P>.

<P>
DFT (ωB97M-V with the def2-TZVPD basis set) results for the molecule CH5N3S.

Computed properties:
- HOMO level: -0.3000 Eh
- Lowest unoccupied orbital energy: 1.11 eV
- Frontier orbital gap: 9.274 eV

ORCA input file:
```
! RIJCOSX wB97M-V def2-TZVPD def2/J DEFGRID3
* xyz 0 1
S 0.377 1.749 0.319
N 1.052 0.384 0.879
N 1.133 -1.669 1.371
N 0.566 -0.749 0.585
C -0.895 1.056 -0.714
H 1.177 -2.572 0.909
H -1.807 1.625 -0.723
H -0.912 -0.041 -0.425
H -0.691 0.951 -1.729
H 1.840 -1.036 1.728
*
```

<Q>
DFT (ωB97M-V with the def2-TZVPD basis set) results for a cluster of 2 separate species, CH5N3S in total.

Computed properties:
- HOMO level (alpha / beta): -0.3236 / -0.2718 Eh
- Lowest unoccupied orbital energy (alpha / beta): 0.31 / -1.28 eV
- Frontier orbital gap (alpha / beta): 9.120 / 6.114 eV

ORCA input file:
```
! RIJCOSX wB97M-V def2-TZVPD def2/J DEFGRID3
* xyz 0 1
S -1.144 -0.128 1.362
N 1.135 -1.303 -0.386
N -0.086 0.089 -1.511
N 0.488 -1.006 -1.383
C -0.540 1.341 0.753
H 1.549 -2.111 -0.241
H -0.583 0.220 -2.442
H 0.493 1.509 0.881
H -1.212 2.117 1.244
H -0.099 -0.728 1.724
*
```

<R>
DFT (ωB97M-V with the def2-TZVPD basis set) results for the molecule CH5N3S.

Computed properties:
- HOMO level: -0.2900 Eh
- Lowest unoccupied orbital energy: 0.76 eV
- Frontier orbital gap: 8.656 eV

ORCA input file:
```
! RIJCOSX wB97M-V def2-TZVPD def2/J DEFGRID3
* xyz 0 1
S 1.677 1.197 0.102
N 1.113 -0.382 -0.046
N -1.325 -0.584 0.073
N -1.490 0.644 -0.481
C -0.092 -1.024 0.194
H -2.437 0.805 -0.812
H 0.018 -2.035 0.625
H 1.416 1.480 1.388
H 1.822 -1.149 0.001
H -0.702 1.047 -1.044
*
```

Stability summary: most stable <R>, least stable <Q>.